1:
C4H9P | wB97M-V/def2-TZVPD

Structure (ORCA input):
```
! wB97M-V def2-TZVPD RIJCOSX def2/J DEFGRID3
* xyz 0 1
C -0.110 -1.148 0.257
C -0.619 0.229 0.743
C 0.781 -0.017 0.339
C -1.640 0.932 -0.135
P 2.562 0.216 0.041
H 0.182 -1.841 1.002
H -0.482 -1.457 -0.644
H -0.807 0.457 1.774
H 1.547 0.799 -1.660
H -1.856 2.040 0.262
H -2.643 0.503 -0.074
H -1.191 1.053 -1.198
H 2.609 -0.911 -0.679
H 3.040 -0.534 1.098
*
```

=====

2:
C4H9P | wB97M-V/def2-TZVPD

Structure (ORCA input):
```
! wB97M-V def2-TZVPD RIJCOSX def2/J DEFGRID3
* xyz 0 1
C 0.856 -0.159 -1.034
C 0.515 -0.685 0.049
C 1.623 -1.019 -1.954
C -1.364 0.157 2.078
P -2.185 1.802 1.779
H 0.597 0.875 -1.407
H -1.553 -0.392 1.188
H 1.951 -1.873 -1.322
H 2.530 -0.469 -2.337
H 1.003 -1.508 -2.744
H -0.344 0.185 2.453
H -2.067 -0.364 2.740
H -1.128 2.126 0.934
H -1.806 2.624 2.872
*
```

=====

Stability ranking, top and bottom: 2 is the most stable and 1 is the least stable.

=====

1:
C6H4N2 | wB97M-V/def2-TZVPD

Calculated values
Structure (SMILES) ... N#Cc1cccnc1

Structure (ORCA input):
```
! wB97M-V def2-TZVPD RIJCOSX def2/J DEFGRID3
* xyz 0 1
N 0.575 2.390 2.080
C 0.471 1.542 1.290
C 0.174 0.501 0.300
C 0.248 -0.834 0.780
C -0.079 -1.871 -0.090
C -0.493 -1.582 -1.352
N -0.578 -0.332 -1.841
C -0.261 0.625 -0.982
H 0.641 -0.980 1.783
H 0.142 -2.970 0.115
H -0.809 -2.409 -2.039
H -0.313 1.675 -1.205
*
```

=====

2:
C6H4N2 | wB97M-V/def2-TZVPD

Structure (ORCA input):
```
! wB97M-V def2-TZVPD RIJCOSX def2/J DEFGRID3
* xyz 0 1
C -1.534 -0.217 -0.057
C -0.165 -0.910 0.110
C 0.824 0.136 0.242
C -0.228 1.431 0.118
C 2.229 0.052 -0.107
C 3.408 -0.323 -0.080
H -2.446 -1.754 0.262
H -0.102 -1.916 0.181
H 0.301 2.361 -0.140
H 4.354 -1.351 -0.204
N -2.720 -0.843 -0.121
N -1.468 1.078 -0.087
*
```

=====

Stability ranking, top and bottom: 1 is the most stable and 2 is the least stable.

=====

1:
C6H7ClN2O | wB97M-V/def2-TZVPD

Structure (ORCA input):
```
! wB97M-V def2-TZVPD RIJCOSX def2/J DEFGRID3
* xyz 0 1
C -0.295 -1.605 0.803
C -0.896 -0.423 1.013
C 1.347 -0.687 -0.726
C 0.820 -1.584 0.047
C -0.441 0.820 0.232
C 0.449 0.556 -0.962
N 1.367 -3.860 1.395
N 2.246 -3.802 0.672
O 3.155 -3.946 -0.096
Cl 1.210 -5.614 2.476
H -0.451 -2.593 1.272
H -1.717 -0.154 1.762
H 2.251 -0.549 -1.146
H -1.374 1.314 0.090
H 0.107 1.242 1.169
H 1.153 1.432 -1.208
H -0.134 0.391 -1.788
*
```

=====

2:
C6H7ClN2O | wB97M-V/def2-TZVPD

Structure (ORCA input):
```
! wB97M-V def2-TZVPD RIJCOSX def2/J DEFGRID3
* xyz 0 1
C -0.163 1.157 1.444
C -0.030 -0.172 1.330
C -1.290 1.117 -0.795
C 1.318 -1.098 -0.684
C -0.792 1.998 0.356
C -0.403 -0.825 0.083
N -1.133 -0.119 -0.925
N 1.427 -2.367 -1.112
O 1.995 -0.134 -0.860
Cl -1.135 -2.414 0.191
H 0.272 1.540 2.395
H 0.513 -0.808 2.094
H -1.847 1.855 -1.458
H -1.515 2.818 0.725
H -0.077 2.759 -0.226
H 0.543 -2.808 -1.035
H 2.316 -2.500 -1.523
*
```

=====

Stability ranking, top and bottom: 2 is the most stable and 1 is the least stable.

=====

1:
CH6N2 | wB97M-V/def2-TZVPD

Calculated values
Structure (SMILES) ... C=N.N

Structure (ORCA input):
```
! wB97M-V def2-TZVPD RIJCOSX def2/J DEFGRID3
* xyz 0 1
C 1.400 -1.514 -0.272
N 1.182 -0.479 -0.935
H 2.184 -2.207 -0.554
H 0.846 -1.808 0.637
H 0.431 0.122 -0.606
N -1.243 1.351 0.414
H -1.675 1.418 -0.501
H -1.237 2.289 0.806
H -1.888 0.827 1.009
*
```

=====

2:
CH6N2 | wB97M-V/def2-TZVPD

Calculated values
Structure (SMILES) ... CNN

Structure (ORCA input):
```
! wB97M-V def2-TZVPD RIJCOSX def2/J DEFGRID3
* xyz 0 1
C -0.928 -0.002 -0.370
N 0.693 0.288 -0.637
N 1.526 0.255 0.522
H -1.314 0.966 0.060
H -1.284 -0.234 -1.314
H -1.097 -1.039 0.099
H 1.095 -0.587 -1.122
H 1.350 1.190 1.058
H 1.087 -0.255 1.218
*
```

=====

Stability ranking, top and bottom: 1 is the most stable and 2 is the least stable.

=====

1:
C2H4FNO3 | wB97M-V/def2-TZVPD

Structure (ORCA input):
```
! wB97M-V def2-TZVPD RIJCOSX def2/J DEFGRID3
* xyz 0 3
C -0.779 -0.225 -0.639
C 1.630 0.742 0.034
N 2.086 -0.624 -0.074
O 2.009 -1.230 0.991
O 2.491 -1.127 -1.102
O 1.727 1.231 1.318
F 2.020 1.595 -0.878
H -1.385 0.020 0.200
H -1.060 0.316 -1.473
H -0.168 -1.053 -0.549
H 2.138 0.538 1.973
*
```

=====

2:
C2H4FNO3 | wB97M-V/def2-TZVPD

Structure (ORCA input):
```
! wB97M-V def2-TZVPD RIJCOSX def2/J DEFGRID3
* xyz 0 3
C 1.791 -0.570 -0.013
C 0.737 0.516 0.137
N -1.959 -0.382 -0.058
O -2.559 -1.308 -0.519
O -2.540 0.826 -0.414
O 0.290 1.162 -0.723
F 0.387 0.701 1.447
H 2.234 -0.599 1.016
H 1.388 -1.535 -0.152
H 2.576 -0.437 -0.808
H -2.345 1.625 0.086
*
```

=====

Stability ranking, top and bottom: 2 is the most stable and 1 is the least stable.

=====

1:
C5H8O3 | wB97M-V/def2-TZVPD

Calculated values
Structure (SMILES) ... O[C@@]12COCO[C@H]1C2

Structure (ORCA input):
```
! wB97M-V def2-TZVPD RIJCOSX def2/J DEFGRID3
* xyz 0 1
O 1.198 -1.486 -0.272
C 1.033 -0.085 -0.161
C 0.121 0.466 -1.348
O -1.093 -0.320 -1.341
C -1.761 -0.292 -0.036
O -0.921 -0.619 1.074
C 0.086 0.333 0.955
C 1.600 0.423 1.186
H 0.223 -1.967 -0.119
H 0.540 0.315 -2.366
H -0.146 1.464 -1.213
H -2.220 0.708 0.080
H -2.432 -1.207 -0.228
H -0.324 1.315 0.678
H 1.968 -0.467 1.656
H 2.127 1.417 1.455
*
```

=====

2:
C5H8O3 | wB97M-V/def2-TZVPD

Structure (ORCA input):
```
! wB97M-V def2-TZVPD RIJCOSX def2/J DEFGRID3
* xyz 0 1
C 0.118 1.183 -0.667
C -1.059 0.278 -0.419
C -0.525 -1.023 -0.340
C 0.981 -0.047 -0.908
C 0.718 -0.775 0.468
H -0.206 1.539 1.340
H 0.246 1.951 -1.429
H -1.941 0.461 -1.161
H -1.501 0.472 0.538
H -1.100 -2.030 -0.116
H 1.954 -0.066 -1.250
H 1.200 -1.701 0.701
H -0.024 -0.704 2.433
O 0.450 1.813 0.441
O 0.233 -1.155 -1.449
O 0.457 -0.198 1.819
*
```

=====

3:
C5H8O3 | wB97M-V/def2-TZVPD

Calculated values
Structure (SMILES) ... C[C@H](O)/C=C/C(=O)O

Structure (ORCA input):
```
! wB97M-V def2-TZVPD RIJCOSX def2/J DEFGRID3
* xyz 0 1
C 1.269 1.927 0.495
C 0.142 1.296 -0.133
O -1.095 1.995 0.305
C -0.100 -0.154 0.374
C -0.237 -1.260 -0.573
C -0.635 -2.623 0.044
O -0.569 -2.976 1.210
O -0.832 -3.546 -0.885
H 2.269 1.262 0.746
H 1.840 2.796 -0.287
H 0.973 2.410 1.637
H -0.167 1.188 -1.099
H -1.956 1.626 -0.267
H -0.117 -0.339 1.267
H -0.300 -0.804 -1.450
H -0.487 -2.797 -1.383
*
```

=====

Stability ranking, top and bottom: 1 is the most stable and 3 is the least stable.

=====

1:
C5H8O3 | wB97M-V/def2-TZVPD

Structure (ORCA input):
```
! wB97M-V def2-TZVPD RIJCOSX def2/J DEFGRID3
* xyz 0 1
C -0.662 -1.193 0.937
C -0.421 0.061 1.303
C -0.103 -1.596 -0.396
C -0.071 -0.315 -1.292
C 0.417 0.813 -0.373
O -0.610 0.817 2.466
O -0.044 2.051 -0.542
O 1.739 0.878 -0.324
H -1.213 -1.951 1.414
H 1.067 -1.710 -0.147
H -0.632 -2.422 -0.871
H 0.520 -0.575 -2.165
H -1.072 -0.011 -1.868
H 0.221 1.296 2.641
H -1.043 2.153 -0.875
H 1.907 1.705 0.092
*
```

=====

2:
C5H8O3 | wB97M-V/def2-TZVPD

Structure (ORCA input):
```
! wB97M-V def2-TZVPD RIJCOSX def2/J DEFGRID3
* xyz 0 1
C -0.275 0.629 0.021
C 1.246 1.086 0.430
C 1.025 -1.289 0.416
C -0.038 -0.812 -0.532
C -1.479 0.403 -0.982
H -1.703 -0.021 1.091
H 1.078 1.478 1.647
H 1.915 2.089 -0.102
H 0.494 -1.608 1.335
H 1.648 -2.142 0.093
H 0.337 -0.723 -1.629
H -2.433 1.034 -0.928
H -1.356 0.517 -2.198
O -0.817 0.526 1.377
O 1.847 -0.134 0.517
O -1.489 -1.034 -0.557
*
```

=====

3:
C5H8O3 | wB97M-V/def2-TZVPD

Calculated values
Structure (SMILES) ... O=CCCCC(=O)O

Structure (ORCA input):
```
! wB97M-V def2-TZVPD RIJCOSX def2/J DEFGRID3
* xyz 0 1
O -1.385 -1.896 -0.334
C -2.016 -0.800 -0.285
C -1.318 0.564 -0.049
C 0.053 0.910 0.439
C 1.278 0.586 -0.543
C 1.990 -0.688 -0.076
O 3.194 -0.715 -0.405
O 1.232 -1.565 0.750
H -3.023 -0.819 -0.392
H -2.012 1.064 -0.897
H -1.851 0.913 1.113
H 0.190 1.878 0.977
H 0.292 0.286 1.386
H 0.838 0.410 -1.507
H 2.139 1.437 -0.404
H 0.399 -1.564 0.227
*
```

=====

4:
C5H8O3 | wB97M-V/def2-TZVPD

Structure (ORCA input):
```
! wB97M-V def2-TZVPD RIJCOSX def2/J DEFGRID3
* xyz 0 1
C -2.769 -0.778 0.045
C -1.672 0.372 -0.224
C 0.580 0.336 -0.459
C 1.378 1.276 0.432
C 1.863 -0.179 0.295
H -2.370 -1.742 -0.559
H -2.454 -1.110 1.037
H -3.953 -0.500 0.224
H 1.076 0.284 -1.684
H 1.913 2.159 0.115
H 0.785 1.184 1.326
H 2.064 -0.919 1.309
H 3.042 -1.429 -0.571
O -1.846 1.589 -0.430
O -0.589 -0.337 -0.307
O 2.951 -0.207 -0.549
*
```

=====

Stability ranking, top and bottom: 3 is the most stable and 2 is the least stable.

=====

1:
C2H10NO | wB97M-V/def2-TZVPD

Structure (ORCA input):
```
! wB97M-V def2-TZVPD RIJCOSX def2/J DEFGRID3
* xyz 1 1
N -1.300 1.652 1.660
H -1.652 1.759 2.658
H -0.447 1.221 0.981
H -1.563 2.642 1.308
H -2.139 1.022 1.246
C 0.817 -0.402 -1.116
O 0.242 0.395 0.167
C 0.733 -1.976 -0.939
H 1.852 -0.114 -1.136
H 0.323 -0.124 -2.072
H 1.035 1.078 0.089
H -0.249 -2.285 -0.878
H 1.338 -2.395 -0.080
H 1.009 -2.473 -1.886
*
```

=====

2:
C2H10NO | wB97M-V/def2-TZVPD

Structure (ORCA input):
```
! wB97M-V def2-TZVPD RIJCOSX def2/J DEFGRID3
* xyz 1 1
O 2.661 0.616 0.297
H 2.526 1.240 -0.411
H -0.452 0.870 -0.734
H 2.994 1.184 0.989
C -0.297 -1.225 -0.820
N -1.112 0.193 -0.442
C -1.536 0.212 0.967
H 0.776 -1.163 -0.398
H -0.762 -2.063 -0.412
H -0.389 -1.252 -1.926
H -1.983 0.286 -1.047
H -2.453 -0.453 1.176
H -2.116 1.155 1.008
H -0.648 0.000 1.597
*
```

=====

Stability ranking, top and bottom: 2 is the most stable and 1 is the least stable.

=====

1:
C2H10NO | wB97M-V/def2-TZVPD

Structure (ORCA input):
```
! wB97M-V def2-TZVPD RIJCOSX def2/J DEFGRID3
* xyz 1 1
C 0.007 -0.075 -3.015
C 0.408 -0.738 -0.724
N -0.337 0.139 -1.617
H -0.191 -1.102 -3.366
H 1.081 0.140 -3.143
H -0.569 0.627 -3.641
H 1.480 -0.663 -0.972
H 0.078 -1.775 -0.902
H 0.278 -0.505 0.346
H -0.283 1.137 -1.320
H -1.321 -0.176 -1.476
O -0.128 1.390 6.618
H -0.879 0.941 6.168
H 0.376 0.661 7.045
*
```

=====

2:
C2H10NO | wB97M-V/def2-TZVPD

Structure (ORCA input):
```
! wB97M-V def2-TZVPD RIJCOSX def2/J DEFGRID3
* xyz 1 1
C -0.436 1.928 0.976
O -0.241 0.465 1.106
H -0.266 0.447 2.090
H -0.683 2.599 1.865
H 0.617 2.160 0.730
H -1.242 1.931 0.206
C 0.890 -1.358 -0.899
N -0.481 -1.058 -1.020
H -0.672 -0.146 -0.918
H -0.960 -1.381 -1.735
H -0.867 -1.484 -0.183
H 1.646 -1.511 -1.675
H 1.046 -1.976 0.010
H 1.650 -0.616 -0.553
*
```

=====

3:
C2H10NO | wB97M-V/def2-TZVPD

Structure (ORCA input):
```
! wB97M-V def2-TZVPD RIJCOSX def2/J DEFGRID3
* xyz 1 1
C -0.845 1.331 1.853
O -0.936 0.020 1.264
H -1.849 -0.303 1.299
H -0.608 2.075 1.087
H -1.683 1.638 2.463
H 0.069 1.308 2.454
C 0.994 -0.808 -2.254
N 0.764 -0.563 -0.814
H 0.492 -1.341 -0.221
H 1.634 -0.171 -0.423
H 0.040 0.164 -0.746
H 1.894 -1.419 -2.402
H 1.202 0.055 -2.877
H 0.267 -1.505 -2.667
*
```

=====

Stability ranking, top and bottom: 1 is the most stable and 2 is the least stable.

=====

1:
C14H19O2S | wB97M-V/def2-TZVPD

Structure (ORCA input):
```
! wB97M-V def2-TZVPD RIJCOSX def2/J DEFGRID3
* xyz -1 1
O 0.011 -1.063 1.466
H 0.618 -0.395 1.261
C -2.891 -3.033 1.578
S -2.650 -1.975 0.183
O -3.292 -2.780 -0.917
C -3.862 -0.763 0.603
H -2.314 -2.482 2.388
H -2.487 -4.014 1.439
H -3.893 -3.287 1.949
H -3.440 -0.310 1.453
H -4.791 -1.184 1.000
H -3.949 -0.010 -0.203
C 6.120 -1.118 1.067
C 4.617 -1.491 1.252
C 3.631 -0.766 0.623
C 3.983 0.362 -0.050
C 5.266 0.961 -0.050
C 6.355 0.147 0.487
H 7.211 -1.538 1.464
H 4.174 -2.321 1.642
H 2.578 -0.984 0.813
H 3.197 0.824 -0.666
H 5.516 1.763 -0.599
H 7.399 0.319 0.546
C -2.743 3.118 -0.725
C -1.924 1.843 -0.195
C -1.519 0.878 -1.178
C -1.819 1.156 -2.527
C -2.483 2.333 -3.007
C -3.003 3.325 -1.977
H -2.929 3.893 0.212
H -1.883 1.506 0.907
H -0.970 0.034 -0.805
H -1.452 0.454 -3.179
H -2.823 2.313 -3.961
H -3.561 4.286 -2.294
*
```

=====

2:
C14H19O2S | wB97M-V/def2-TZVPD

Structure (ORCA input):
```
! wB97M-V def2-TZVPD RIJCOSX def2/J DEFGRID3
* xyz -1 1
O -0.410 1.595 0.899
H -1.036 0.903 0.847
C 2.262 3.746 0.451
S 2.386 2.181 -0.388
O 3.141 2.566 -1.612
C 3.625 1.503 0.691
H 1.620 3.646 1.293
H 1.601 4.471 -0.081
H 3.211 4.346 0.591
H 3.153 1.271 1.610
H 4.476 2.225 1.019
H 3.910 0.606 0.101
C -6.234 0.476 0.054
C -4.882 1.121 0.042
C -3.672 0.374 -0.100
C -3.789 -0.978 -0.227
C -5.043 -1.680 -0.180
C -6.296 -0.937 0.010
H -7.136 1.137 0.077
H -4.839 2.271 0.204
H -2.844 1.028 -0.139
H -3.103 -1.637 -0.492
H -4.812 -2.682 -0.433
H -7.369 -1.252 -0.082
C 3.156 -2.723 0.956
C 2.186 -1.402 0.819
C 1.793 -1.053 -0.519
C 2.329 -1.783 -1.682
C 3.145 -2.866 -1.510
C 3.534 -3.464 -0.097
H 3.436 -2.914 1.890
H 1.804 -0.802 1.677
H 0.966 -0.094 -0.756
H 1.928 -1.427 -2.518
H 3.556 -3.374 -2.532
H 4.243 -4.397 0.127
*
```

=====

Stability ranking, top and bottom: 1 is the most stable and 2 is the least stable.

=====

1:
C5H7F | wB97M-V/def2-TZVPD

Calculated values
Structure (SMILES) ... C=CCC(=C)F

Structure (ORCA input):
```
! wB97M-V def2-TZVPD RIJCOSX def2/J DEFGRID3
* xyz 0 1
C -0.504 2.223 0.591
C -0.342 1.136 -0.170
C -0.344 -0.268 0.388
C 0.332 -1.135 -0.593
C 1.297 -2.136 -0.446
F -0.265 -0.755 -1.894
H -0.830 3.389 0.405
H -0.904 2.109 1.844
H -0.399 1.218 -1.362
H -1.410 -0.560 0.488
H -0.045 -0.504 1.353
H 1.608 -2.654 -1.155
H 1.806 -2.065 0.551
*
```

=====

2:
C5H7F | wB97M-V/def2-TZVPD

Calculated values
Structure (SMILES) ... CCC#CCF

Structure (ORCA input):
```
! wB97M-V def2-TZVPD RIJCOSX def2/J DEFGRID3
* xyz 0 1
C 2.793 -0.460 -0.059
C 1.857 0.646 0.047
C 0.426 0.228 -0.021
C -0.556 -0.586 -0.067
C -2.148 -0.598 0.058
F -2.524 0.705 -0.020
H 3.720 0.067 -0.207
H 2.960 -1.049 1.021
H 2.502 -0.991 -0.881
H 2.149 1.122 0.915
H 2.170 1.497 -0.571
H -2.381 -1.184 0.904
H -2.638 -1.186 -0.751
*
```

=====

Stability ranking, top and bottom: 2 is the most stable and 1 is the least stable.

=====

1:
C5H7F | wB97M-V/def2-TZVPD

Calculated values
Structure (SMILES) ... C=C/C(F)=C\C

Structure (ORCA input):
```
! wB97M-V def2-TZVPD RIJCOSX def2/J DEFGRID3
* xyz 0 1
C 0.219 2.145 1.328
C -0.217 1.056 0.806
C 0.534 0.368 -0.283
F 1.682 0.989 -0.680
C 0.348 -0.869 -0.787
C -0.710 -1.879 -0.781
H -0.257 2.693 2.116
H 1.058 2.731 0.744
H -0.961 0.540 1.370
H 1.291 -1.187 -1.390
H -1.122 -2.063 -1.791
H -0.325 -2.938 -0.513
H -1.540 -1.587 -0.140
*
```

=====

2:
C5H7F | wB97M-V/def2-TZVPD

Calculated values
Structure (SMILES) ... FC1=CCCC1

Structure (ORCA input):
```
! wB97M-V def2-TZVPD RIJCOSX def2/J DEFGRID3
* xyz 0 1
F 2.090 -0.013 -0.073
C 0.797 0.132 0.015
C 0.035 1.227 0.004
C -1.413 0.786 0.041
C -1.466 -0.766 -0.149
C 0.057 -1.162 0.130
H 0.445 2.151 0.083
H -1.906 1.272 -0.778
H -1.935 1.143 0.960
H -2.144 -1.136 0.684
H -1.880 -1.042 -1.127
H 0.166 -1.583 1.153
H 0.385 -1.993 -0.564
*
```

=====

Stability ranking, top and bottom: 2 is the most stable and 1 is the least stable.